Entry one
Below is a cluster of 3 separate species, C3H12O4 in total, with properties calculated with wB97M-V/def2-TZVPD.

ORCA input file:
```
! wB97M-V def2-TZVPD RIJCOSX def2/J DEFGRID3
* xyz 0 1
C -0.25 0.25 0.01
O -0.68 0.03 1.37
C -0.24 1.78 -0.17
C 0.29 2.25 -1.51
O 1.47 2.99 -1.37
H 0.74 -0.14 -0.25
H -0.96 -0.36 -0.56
H 0.02 0.38 1.92
H -0.92 2.41 0.40
H 0.65 1.91 0.48
H 0.39 1.35 -2.13
H -0.47 2.81 -2.07
H 1.52 3.68 -2.05
H 3.59 -1.08 0.43
H 2.53 -0.39 -0.38
O 3.26 -0.22 0.20
H -4.04 -5.19 2.03
H -3.01 -6.33 1.78
O -3.91 -6.12 1.87
*
```

Highest occupied orbital energy: -0.3807 Eh
Gap between HOMO and LUMO: 11.0 eV

These are the Löwdin partial charges, in e, on atoms 1 to 2:
1 C -0.26
2 O -0.07

---

Entry two
Below is a cluster of 4 separate species, C3H12O4 in total, with properties calculated with wB97M-V/def2-TZVPD.

ORCA input file:
```
! wB97M-V def2-TZVPD RIJCOSX def2/J DEFGRID3
* xyz 0 1
O -0.16 1.63 1.04
C -1.21 2.13 1.35
C -2.58 1.86 0.78
C -3.28 0.86 1.74
H -1.18 2.99 2.05
H -3.10 2.82 0.78
H -2.64 1.40 -0.21
H -2.76 -0.08 1.89
H -3.29 1.36 2.72
H -4.30 0.68 1.41
H 0.74 -1.55 -1.45
H 0.77 -0.96 -2.81
O 0.16 -1.32 -2.16
H 1.92 -4.44 0.98
H 1.26 -5.35 0.03
O 1.37 -4.40 0.19
H 5.46 1.10 -2.37
H 6.49 0.20 -3.17
O 6.32 1.07 -2.79
*
```

Highest occupied orbital energy: -0.3567 Eh
Gap between HOMO and LUMO: 10.3 eV

These are the Löwdin partial charges, in e, on atoms 1 to 2:
1 O 0.05
2 C -0.30

---

Most stable structure: entry two

---

Entry one
Below is the molecule C5H11NO2, with properties calculated with wB97M-V/def2-TZVPD.

ORCA input file:
```
! wB97M-V def2-TZVPD RIJCOSX def2/J DEFGRID3
* xyz 0 1
C 0.49 -1.49 0.14
C 1.81 -1.28 0.87
O 2.91 -1.35 -0.01
C 0.00 -0.16 -0.39
N -0.88 0.49 0.40
C -1.48 1.75 -0.03
C -3.03 1.72 0.08
O 0.46 0.32 -1.41
H 0.67 -2.15 -0.71
H -0.27 -1.96 0.78
H 1.80 -0.33 1.42
H 1.98 -2.03 1.65
H 2.74 -0.80 -0.79
H -1.39 -0.04 1.08
H -1.12 2.55 0.63
H -1.14 1.94 -1.03
H -3.35 0.80 0.57
H -3.37 2.50 0.76
H -3.53 1.79 -0.88
*
```

Highest occupied orbital energy: -0.3610 Eh
Gap between HOMO and LUMO: 10.6 eV

These are the Löwdin partial charges, in e, on atoms 1 to 2:
1 C -0.10
2 C -0.27

---

Entry two
Below is a structure of composition C5H11NO2, with properties calculated with wB97M-V/def2-TZVPD.

ORCA input file:
```
! wB97M-V def2-TZVPD RIJCOSX def2/J DEFGRID3
* xyz 0 1
C 0.17 1.02 -0.62
C -0.21 -0.01 0.38
C -1.73 -0.21 0.58
C -2.51 -0.85 -0.48
O -2.12 -1.10 -1.59
N 0.55 -0.61 1.32
C 1.90 -0.08 1.26
O 2.79 1.52 -0.68
H 0.04 2.03 -0.24
H -0.38 0.87 -1.55
H 1.24 0.83 -0.89
H 0.16 -1.08 -0.02
H -1.68 -1.42 0.37
H -2.07 -0.06 1.59
H -3.55 -1.06 -0.20
H 2.30 -0.06 0.22
H 2.57 -0.70 1.85
H 1.94 0.95 1.61
H 3.63 1.80 -1.04
*
```

Highest occupied orbital energy: -0.2752 Eh
Gap between HOMO and LUMO: 5.2 eV

These are the Löwdin partial charges, in e, on atoms 1 to 2:
1 C -0.03
2 C -0.40

---

Entry three
Below is a cluster of 2 separate species, C5H11NO2 in total, with properties calculated with wB97M-V/def2-TZVPD.

ORCA input file:
```
! wB97M-V def2-TZVPD RIJCOSX def2/J DEFGRID3
* xyz 0 1
C 0.69 0.63 0.76
C 2.07 0.43 0.18
C 0.03 -1.69 0.86
C -2.34 0.82 -0.53
N -0.23 -0.27 0.99
C -0.93 0.48 -0.89
O 2.18 -0.58 -0.80
O -0.54 -0.31 -1.74
H 1.40 -0.56 -1.38
H 0.57 1.59 1.28
H -0.22 1.41 -0.67
H 2.41 1.40 -0.21
H 2.74 0.16 1.00
H -0.60 -2.21 1.59
H -0.25 -2.03 -0.14
H 1.07 -1.96 1.02
H -2.94 -0.09 -0.54
H -2.37 1.25 0.47
H -2.74 1.54 -1.24
*
```

Highest occupied orbital energy: -0.3408 Eh
Gap between HOMO and LUMO: 9.8 eV

These are the Löwdin partial charges, in e, on atoms 1 to 2:
1 C -0.18
2 C -0.23

---

Entry four
Below is a cluster of 2 separate species, C5H11NO2 in total, with properties calculated with wB97M-V/def2-TZVPD.

ORCA input file:
```
! wB97M-V def2-TZVPD RIJCOSX def2/J DEFGRID3
* xyz 0 1
O -2.29 0.02 -0.14
C -1.37 0.56 -0.85
N -0.46 1.44 -0.19
C -0.28 1.02 1.18
C -0.20 -0.52 1.22
C 0.68 -0.97 0.09
C 0.45 -2.08 -0.61
H -1.82 1.11 -1.70
H -0.66 -0.25 -1.24
H -1.04 1.46 1.82
H 0.70 1.40 1.50
H 0.13 -0.90 2.19
H -1.16 -1.06 1.19
H 1.53 -0.23 -0.08
H -0.52 -2.56 -0.66
H 1.16 -2.47 -1.33
H 2.73 1.39 -1.13
H 0.44 1.49 -0.70
O 1.98 1.17 -0.57
*
```

Highest occupied orbital energy: -0.3137 Eh
Gap between HOMO and LUMO: 5.2 eV

These are the Löwdin partial charges, in e, on atoms 1 to 2:
1 O -0.01
2 C -0.39

---

Most stable structure: entry one